Record 1
{"formula": "F14K2N7Na5O28S14", "method": "ωB97M-V with the def2-TZVPD basis set", "spin_multiplicity": 1, "charge": 0, "homo_energy_ev": -8.3, "symbols": ["Na", "Na", "Na", "Na", "Na", "K", "K", "N", "S", "O", "O", "F", "S", "O", "O", "F", "N", "S", "O", "O", "F", "S", "O", "O", "F", "N", "S", "O", "O", "F", "S", "O", "O", "F", "N", "S", "O", "O", "F", "S", "O", "O", "F", "N", "S", "O", "O", "F", "S", "O", "O", "F", "N", "S", "O", "O", "F", "S", "O", "O", "F", "N", "S", "O", "O", "F", "S", "O", "O", "F"], "xyz": [[0.65, -1.67, -1.63], [-1.62, -3.47, 4.28], [5.35, 7.70, -1.64], [-1.18, 1.89, -5.70], [0.95, 7.08, 5.39], [-6.92, 8.21, -2.07], [-10.37, 1.10, -0.43], [-6.10, -3.79, 5.99], [-7.35, -2.96, 5.69], [-8.28, -2.71, 6.73], [-7.87, -3.06, 4.31], [-6.60, -1.55, 5.74], [-6.92, -5.29, 6.09], [-6.98, -5.99, 4.81], [-7.97, -5.42, 7.11], [-5.67, -6.06, 6.81], [-1.66, 2.53, -0.94], [-1.58, 3.88, -0.21], [-1.41, 4.07, 1.20], [-2.41, 4.95, -0.86], [-0.13, 4.32, -0.74], [-2.96, 2.07, 0.04], [-4.21, 2.80, -0.14], [-2.82, 1.25, 1.33], [-3.39, 0.85, -0.95], [1.07, 4.89, -7.82], [0.50, 6.24, -7.98], [1.04, 7.23, -8.93], [-0.18, 6.77, -6.78], [-0.79, 5.79, -8.79], [2.53, 5.29, -7.13], [2.53, 6.20, -6.04], [3.65, 5.34, -8.10], [2.70, 3.88, -6.35], [1.18, -0.96, 7.14], [1.71, 0.43, 6.39], [1.96, 0.36, 4.93], [2.40, 1.49, 7.13], [0.21, 1.06, 6.50], [2.50, -1.25, 7.80], [2.51, -0.63, 9.11], [3.69, -1.38, 6.90], [2.14, -2.80, 8.08], [-0.56, -2.57, -6.23], [-1.79, -3.39, -7.04], [-2.02, -4.77, -6.57], [-2.25, -2.92, -8.34], [-2.89, -2.78, -6.13], [0.50, -3.07, -7.27], [0.84, -2.15, -8.32], [0.58, -4.48, -7.45], [1.77, -2.95, -6.30], [0.99, -5.51, 1.04], [-0.04, -6.73, 0.54], [-1.02, -7.12, 1.54], [0.52, -7.62, -0.49], [-0.99, -5.74, -0.25], [2.21, -6.38, 1.16], [3.05, -6.44, -0.02], [2.11, -7.58, 1.98], [3.15, -5.32, 2.02], [7.25, 4.09, 0.79], [7.12, 2.66, 0.10], [5.78, 2.12, -0.07], [8.24, 1.76, 0.20], [7.42, 3.18, -1.36], [6.57, 3.68, 2.12], [6.88, 2.43, 2.77], [5.23, 4.24, 2.34], [7.47, 4.68, 2.97]]}

Record 2
{"formula": "C28H27Cl52NO6S", "method": "ωB97M-V with the def2-TZVPD basis set", "spin_multiplicity": 1, "charge": 0, "e_above_lowest_ev": 2.8388, "homo_energy_ev": -8.5, "symbols": ["C", "O", "C", "C", "C", "C", "C", "C", "C", "C", "C", "C", "C", "C", "O", "C", "N", "C", "O", "S", "O", "O", "O", "H", "H", "H", "H", "H", "H", "H", "H", "H", "H", "H", "H", "H", "H", "H", "H", "H", "H", "H", "H", "H", "H", "H", "H", "H", "H", "H", "C", "Cl", "Cl", "Cl", "Cl", "C", "Cl", "Cl", "Cl", "Cl", "C", "Cl", "Cl", "Cl", "Cl", "C", "Cl", "Cl", "Cl", "Cl", "C", "Cl", "Cl", "Cl", "Cl", "C", "Cl", "Cl", "Cl", "Cl", "C", "Cl", "Cl", "Cl", "Cl", "C", "Cl", "Cl", "Cl", "Cl", "C", "Cl", "Cl", "Cl", "Cl", "C", "Cl", "Cl", "Cl", "Cl", "C", "Cl", "Cl", "Cl", "Cl", "C", "Cl", "Cl", "Cl", "Cl", "C", "Cl", "Cl", "Cl", "Cl"], "xyz": [[2.31, 1.54, 2.48], [1.19, 2.21, 1.97], [-0.04, 1.61, 2.29], [-1.00, 1.77, 1.10], [-1.22, 0.42, 0.42], [-2.13, 0.51, -0.80], [-3.02, -0.71, -1.07], [-2.42, -2.08, -0.73], [-0.99, -2.31, -1.27], [-0.07, -2.77, -0.12], [1.29, -3.34, -0.61], [2.50, -2.44, -0.25], [3.36, -1.98, -1.47], [3.47, -0.48, -1.55], [2.12, 0.10, -1.45], [1.50, -0.05, -2.58], [0.84, -0.42, -3.45], [4.47, 0.12, -0.58], [4.94, 1.37, -1.09], [4.43, 1.56, -2.60], [3.32, 2.43, -2.53], [5.42, 1.95, -3.50], [3.97, 0.01, -2.80], [2.15, 0.48, 2.69], [3.13, 1.61, 1.75], [2.67, 2.01, 3.40], [-0.48, 2.05, 3.20], [0.06, 0.54, 2.50], [-1.96, 2.18, 1.40], [-0.49, 2.44, 0.41], [-1.51, -0.35, 1.13], [-0.23, 0.12, 0.06], [-1.55, 0.76, -1.69], [-2.80, 1.36, -0.63], [-3.25, -0.70, -2.14], [-3.98, -0.62, -0.55], [-2.47, -2.29, 0.34], [-3.07, -2.83, -1.19], [-0.93, -3.10, -2.01], [-0.60, -1.40, -1.70], [-0.60, -3.49, 0.50], [0.18, -1.94, 0.54], [1.45, -4.27, -0.06], [1.26, -3.61, -1.67], [3.18, -3.03, 0.37], [2.20, -1.59, 0.36], [4.37, -2.38, -1.36], [2.93, -2.41, -2.37], [4.20, 0.13, 0.47], [5.35, -0.53, -0.63], [-0.08, 5.04, 1.60], [1.03, 4.43, 2.83], [-1.52, 4.02, 1.54], [-0.55, 6.70, 1.99], [0.74, 5.01, 0.03], [-1.40, -5.16, -4.73], [-2.80, -4.76, -3.72], [-1.19, -3.92, -5.96], [0.05, -5.24, -3.71], [-1.66, -6.73, -5.50], [-7.12, 1.18, -0.39], [-8.30, 0.81, 0.88], [-5.67, 1.86, 0.34], [-6.71, -0.30, -1.25], [-7.82, 2.34, -1.52], [-1.20, 2.34, -2.84], [0.36, 1.57, -2.53], [-0.98, 3.85, -3.73], [-2.21, 1.24, -3.78], [-1.98, 2.68, -1.29], [3.04, 4.25, -4.41], [4.63, 3.56, -4.06], [3.25, 5.77, -5.29], [2.12, 3.12, -5.40], [2.19, 4.57, -2.89], [3.41, 4.68, 6.46], [2.73, 3.33, 5.55], [2.95, 4.51, 8.15], [5.19, 4.67, 6.31], [2.80, 6.21, 5.82], [5.93, 0.39, 4.37], [6.84, -0.61, 5.51], [6.87, 0.61, 2.89], [4.39, -0.40, 3.96], [5.56, 1.96, 5.06], [-3.78, 2.22, 5.54], [-3.26, 0.57, 5.18], [-5.49, 2.41, 5.13], [-3.55, 2.54, 7.27], [-2.83, 3.37, 4.59], [1.70, -7.52, 0.16], [3.45, -7.56, -0.10], [0.96, -6.42, -1.01], [1.04, -9.14, -0.04], [1.37, -6.93, 1.80], [-5.05, 6.88, 2.00], [-5.13, 6.31, 0.33], [-3.99, 8.29, 2.09], [-6.67, 7.33, 2.55], [-4.42, 5.60, 3.03], [7.24, -3.49, -3.09], [6.47, -4.44, -4.36], [6.70, -4.08, -1.50], [8.99, -3.64, -3.20], [6.77, -1.79, -3.27], [-2.53, -10.06, -7.48], [-3.92, -9.65, -6.47], [-2.32, -8.82, -8.72], [-1.08, -10.14, -6.47], [-2.80, -11.63, -8.25], [-8.73, 4.18, 6.51], [-8.82, 3.57, 4.85], [-7.61, 5.54, 6.57], [-10.34, 4.71, 7.02], [-8.17, 2.89, 7.58]]}

Record 3
{"formula": "C25H19BrF2N4O3STl", "method": "ωB97M-V with the def2-TZVPD basis set", "spin_multiplicity": 2, "charge": -2, "e_above_lowest_ev": 0.5475, "homo_energy_ev": [-0.9, -0.9], "symbols": ["Tl", "O", "C", "C", "C", "C", "C", "C", "C", "N", "N", "C", "O", "C", "C", "C", "C", "C", "C", "H", "H", "H", "H", "H", "H", "H", "H", "H", "H", "O", "N", "C", "C", "C", "C", "C", "S", "H", "H", "H", "H", "F", "C", "F", "H", "Br", "C", "C", "C", "C", "N", "C", "H", "H", "H", "H"], "xyz": [[-0.69, 0.59, -0.16], [-2.16, -1.45, 0.76], [-1.80, -2.60, 1.13], [-2.49, -3.25, 2.21], [-2.17, -4.49, 2.68], [-1.15, -5.23, 2.08], [-0.48, -4.67, 1.01], [-0.74, -3.38, 0.54], [0.06, -2.94, -0.58], [0.15, -1.76, -1.06], [1.00, -1.52, -2.06], [0.74, -0.47, -2.83], [-0.32, 0.20, -2.85], [1.87, -0.10, -3.73], [2.00, 1.25, -4.07], [3.04, 1.66, -4.88], [3.94, 0.73, -5.37], [3.82, -0.61, -5.02], [2.79, -1.02, -4.20], [-3.31, -2.69, 2.66], [-2.72, -4.92, 3.51], [-0.90, -6.22, 2.43], [0.30, -5.24, 0.51], [0.63, -3.74, -1.07], [1.28, 1.95, -3.67], [3.14, 2.70, -5.12], [4.75, 1.06, -6.01], [4.54, -1.33, -5.40], [2.70, -2.06, -3.90], [2.00, 0.97, 0.16], [2.79, 1.93, -0.16], [4.10, 1.81, 0.11], [5.03, 2.79, -0.16], [4.59, 3.97, -0.77], [3.26, 4.09, -1.07], [2.32, 3.09, -0.77], [0.70, 3.31, -1.14], [4.38, 0.88, 0.57], [6.06, 2.63, 0.10], [5.29, 4.76, -1.00], [2.87, 4.98, -1.53], [-2.73, 3.24, 1.59], [-1.47, 2.70, 1.74], [-1.30, 2.62, 3.12], [-0.74, 3.44, 1.38], [3.69, -0.47, 4.41], [1.86, -0.36, 3.88], [0.89, -0.11, 4.84], [-0.43, -0.06, 4.43], [-0.70, -0.21, 3.08], [0.25, -0.43, 2.18], [1.50, -0.53, 2.56], [1.16, 0.03, 5.88], [-1.22, 0.13, 5.14], [-1.70, -0.15, 2.68], [2.22, -0.71, 1.77]]}

Record 4
{"formula": "C5H25N2O6", "method": "ωB97M-V with the def2-TZVPD basis set", "spin_multiplicity": 1, "charge": 1, "e_above_lowest_ev": 2.1931, "homo_energy_ev": -11.6, "symbols": ["C", "C", "C", "C", "C", "N", "N", "H", "H", "H", "H", "H", "H", "H", "H", "H", "H", "H", "H", "H", "H", "H", "O", "H", "H", "O", "H", "H", "O", "H", "H", "O", "H", "H", "O", "H", "H", "O"], "xyz": [[3.51, -1.20, 1.37], [2.42, -1.48, 0.33], [1.42, -0.33, 0.37], [0.53, -0.18, -0.81], [0.70, -0.55, -2.08], [-0.34, -0.62, -3.00], [-0.79, 0.34, -0.35], [3.23, -0.63, 2.25], [4.39, -0.80, 0.86], [3.88, -2.17, 1.78], [2.94, -1.59, -0.63], [1.85, -2.36, 0.62], [2.03, 0.62, 0.51], [0.88, -0.46, 1.32], [1.63, -0.85, -2.58], [-0.09, -0.63, -3.97], [-1.29, -0.33, -2.82], [-0.71, 1.01, 0.41], [-1.35, 0.85, -1.07], [-1.35, -0.43, 0.00], [-2.47, 2.56, 2.27], [-1.43, 1.95, 3.36], [-1.98, 1.80, 2.59], [-2.64, -0.21, 2.14], [-2.63, -1.78, 1.24], [-2.56, -0.83, 1.41], [-3.45, -3.09, -0.76], [-1.94, -2.89, -1.25], [-2.64, -2.57, -0.68], [0.85, 3.23, -0.29], [-0.58, 3.33, -0.85], [0.03, 2.73, -0.42], [2.44, 2.43, 0.77], [2.48, 2.49, 2.19], [3.08, 2.68, 1.45], [-2.84, -0.49, -1.48], [-4.07, 0.16, -2.21], [-3.15, 0.28, -1.97]]}

These records have energy values of -312210.7763, -705230.0819, -129339.9550, -20849.2410 eV, in the order they appear.